[1]
This record from OMol25 describes a molecular structure, C52H48GeN10O2STi at a distorted geometry. The level of theory is ωB97M-V/def2-TZVPD.

Summary:
Energy in Eh: -6032.8807
Spin multiplicity: 1
Highest occupied orbital energy in eV: -6.61
LUMO in eV: 0.2
Net charge: 0
M in g mol⁻¹: 997.6

Atoms and positions in Å:
Ti -0.932 1.024 0.047
C -4.477 0.790 1.320
N -3.404 1.760 1.351
C -3.808 2.944 0.574
C -2.539 3.685 0.151
C -2.166 4.928 0.468
C -0.799 5.300 0.297
C 0.098 4.424 -0.177
C -0.335 3.206 -0.910
N -1.598 2.776 -0.297
C -2.932 2.215 2.679
C -1.577 1.656 3.085
C -1.244 1.749 4.422
C 0.066 1.501 4.877
C 1.016 1.078 4.046
C 0.626 0.947 2.653
N -0.583 1.246 2.218
C -3.950 -0.540 1.845
C -4.722 -1.367 2.708
C -4.112 -2.447 3.328
C -2.739 -2.677 3.121
C -2.120 -1.863 2.168
N -2.678 -0.791 1.588
H -5.403 1.032 1.839
H -4.718 0.654 0.249
H -4.310 2.636 -0.352
H -4.408 3.644 1.218
H -2.931 5.614 0.809
H -0.405 6.273 0.640
H 1.126 4.744 -0.441
H -0.440 3.577 -1.983
H -2.900 3.315 2.722
H -3.616 1.959 3.534
H -2.034 1.997 5.154
H 0.262 1.630 5.945
H 1.984 0.790 4.370
H 1.346 0.571 1.894
H -5.765 -1.237 2.900
H -4.756 -3.140 3.980
H -2.213 -3.478 3.635
H -1.041 -2.138 1.870
N -4.662 -5.984 0.515
C -4.471 -4.869 -0.252
C -5.099 -3.632 0.059
C -4.557 -2.457 -0.409
C -3.542 -2.480 -1.300
C -3.052 -3.661 -1.784
C -3.582 -4.847 -1.306
S -2.908 -1.051 -2.032
O -2.653 -1.441 -3.399
O -3.749 0.069 -1.783
N -1.547 -0.644 -1.222
C -0.497 -1.425 -0.989
N 0.363 -0.937 -0.088
C 1.434 -1.685 0.211
C 1.696 -2.946 -0.319
C 0.718 -3.308 -1.271
N -0.383 -2.602 -1.569
H -5.481 -6.100 1.060
H -4.348 -6.839 0.057
H -5.960 -3.502 0.675
H -4.996 -1.534 -0.108
H -2.361 -3.640 -2.620
H -3.072 -5.725 -1.603
H 2.009 -1.261 1.015
H 2.512 -3.511 -0.064
H 0.760 -4.288 -1.774
N 5.275 -2.680 2.096
C 4.320 -3.016 2.924
C 4.543 -3.340 4.303
C 3.512 -3.789 5.090
C 2.220 -3.885 4.539
C 2.090 -3.613 3.197
N 3.132 -3.156 2.368
H 6.208 -2.494 2.397
H 5.100 -2.455 1.117
H 5.551 -3.293 4.651
H 3.600 -4.014 6.156
H 1.422 -4.218 5.168
H 1.147 -3.716 2.651
C 0.448 1.950 -0.869
Ge 1.762 1.740 -2.189
C 3.281 0.429 -1.912
C 3.687 0.488 -0.588
C 4.729 -0.318 -0.105
C 5.459 -1.066 -0.988
C 5.128 -1.045 -2.351
C 4.039 -0.270 -2.794
C 2.632 3.451 -2.407
C 2.649 4.130 -3.622
C 3.321 5.299 -3.770
C 3.913 5.852 -2.638
C 3.823 5.282 -1.379
C 3.209 4.027 -1.291
C 0.997 1.290 -3.959
C -0.322 0.950 -4.165
C -0.771 0.702 -5.484
C 0.113 0.725 -6.536
C 1.452 1.115 -6.367
C 1.877 1.338 -5.025
H 3.060 0.994 0.211
H 4.984 -0.274 0.953
H 6.396 -1.545 -0.633
H 5.729 -1.621 -2.972
H 3.728 -0.287 -3.826
H 2.148 3.726 -4.487
H 3.401 5.846 -4.726
H 4.339 6.857 -2.693
H 4.227 5.818 -0.498
H 3.068 3.488 -0.337
H -1.004 0.962 -3.331
H -1.791 0.497 -5.590
H -0.285 0.570 -7.552
H 2.097 1.255 -7.215
H 2.913 1.626 -4.762

Forces on atoms 1 to 6 (eV/Å):
Ti -0.06 0.18 -0.70
C 0.52 -1.46 -0.59
N -0.42 1.25 0.23
C 0.60 1.42 -0.15
C 0.55 -1.94 0.51
C -1.37 0.69 -0.20

Löwdin population analysis, charges in e, atoms 1 to 6: 0.992 -0.135 -0.162 -0.118 -0.280 -0.076


[2]
This record from OMol25 describes 12 unconnected molecules or ions with the total composition C54H126N6O12 at a distorted geometry. The level of theory is ωB97M-V/def2-TZVPD.

Summary:
Energy in Eh: -3364.0336
Spin multiplicity: 1
Highest occupied orbital energy in eV: -8.01
LUMO in eV: 0.2
Net charge: 0
M in g mol⁻¹: 1051.6

Atoms and positions in Å:
C 0.978 -6.935 -2.385
C 1.317 -6.126 -3.716
C 2.785 -5.494 -3.524
C 3.809 -6.601 -3.490
C 3.771 -7.257 -4.877
C 2.363 -7.897 -5.317
N 1.278 -6.980 -4.963
O 0.013 -7.598 -5.199
C 2.362 -8.023 -6.883
C 2.359 -9.275 -4.608
C 0.376 -4.934 -3.917
H 1.207 -6.256 -1.563
H 1.576 -7.831 -2.222
H -0.083 -7.156 -2.270
H 3.067 -4.825 -4.338
H 2.892 -4.921 -2.603
H 3.633 -7.295 -2.668
H 4.854 -6.305 -3.397
H 4.535 -8.024 -4.745
H 4.125 -6.522 -5.599
H 3.285 -8.481 -7.239
H 1.625 -8.689 -7.332
H 2.412 -7.061 -7.392
H 3.001 -10.060 -5.009
H 2.671 -9.213 -3.565
H 1.339 -9.657 -4.657
H -0.645 -5.311 -3.859
H 0.507 -4.597 -4.945
H 0.540 -4.053 -3.297
H -0.316 -7.295 -6.049
C 1.623 9.476 2.776
C 1.183 8.236 2.007
C -0.158 7.819 2.583
C -1.364 8.611 2.127
C -1.369 8.542 0.620
C -0.047 9.108 -0.030
N 1.076 8.387 0.539
O 2.302 8.609 -0.062
C -0.093 8.817 -1.543
C 0.103 10.636 0.039
C 2.135 7.040 2.441
H 2.540 9.840 2.314
H 1.883 9.251 3.811
H 0.915 10.304 2.767
H -0.333 6.750 2.462
H -0.090 8.013 3.654
H -1.322 9.668 2.392
H -2.263 8.206 2.592
H -2.234 9.155 0.366
H -1.562 7.500 0.363
H -0.937 9.329 -2.005
H 0.834 8.974 -2.094
H -0.084 7.736 -1.689
H 1.099 11.057 -0.104
H -0.449 11.249 -0.673
H -0.234 11.007 1.007
H 3.147 7.302 2.134
H 1.918 6.058 2.021
H 2.172 6.881 3.519
H 2.435 7.768 -0.504
C 0.809 -0.932 0.860
C 0.254 0.413 0.364
C 1.356 1.158 -0.481
C 0.839 2.463 -1.128
C -0.379 2.058 -2.026
C -1.587 1.364 -1.265
N -0.951 0.270 -0.533
O -1.829 -0.705 -0.079
C -2.395 2.381 -0.427
C -2.596 0.773 -2.348
C 0.086 1.216 1.652
H -0.015 -1.412 1.388
H 1.644 -0.927 1.560
H 1.108 -1.585 0.040
H 2.186 1.377 0.189
H 1.674 0.528 -1.312
H 1.533 3.020 -1.758
H 0.430 3.130 -0.369
H -0.149 1.293 -2.768
H -0.818 2.899 -2.563
H -1.694 3.093 0.009
H -3.148 2.902 -1.018
H -2.945 2.004 0.435
H -3.418 0.208 -1.909
H -2.815 1.612 -3.008
H -2.165 -0.047 -2.922
H -0.789 0.822 2.168
H -0.272 2.237 1.517
H 0.990 1.125 2.253
H -1.816 -1.328 -0.810
C -6.028 6.500 -4.318
C -6.841 7.609 -5.066
C -8.051 6.894 -5.758
C -9.239 7.690 -6.169
C -9.652 8.655 -5.041
C -8.448 9.505 -4.426
N -7.310 8.621 -4.103
O -6.220 9.317 -3.481
C -7.993 10.649 -5.502
C -8.922 10.191 -3.099
C -5.923 8.220 -6.178
H -5.692 5.825 -5.105
H -6.630 6.095 -3.505
H -5.153 6.933 -3.833
H -7.713 6.491 -6.712
H -8.390 6.189 -4.999
H -10.052 7.057 -6.525
H -8.914 8.241 -7.051
H -10.317 8.179 -4.320
H -10.331 9.362 -5.517
H -8.245 11.644 -5.134
H -6.905 10.645 -5.557
H -8.400 10.420 -6.487
H -8.126 10.723 -2.579
H -9.789 10.816 -3.316
H -9.377 9.441 -2.452
H -5.485 7.451 -6.813
H -5.121 8.893 -5.874
H -6.474 8.861 -6.866
H -5.782 9.792 -4.192
C 7.080 -0.814 -0.260
C 7.832 -1.571 0.942
C 7.289 -1.137 2.326
C 7.518 -2.077 3.484
C 7.177 -3.527 3.119
C 7.867 -4.065 1.787
N 7.645 -3.031 0.736
O 8.164 -3.366 -0.457
C 9.379 -4.404 2.026
C 7.144 -5.387 1.560
C 9.366 -1.142 1.114
H 6.115 -1.276 -0.469
H 7.680 -1.043 -1.141
H 7.091 0.269 -0.136
H 7.711 -0.207 2.707
H 6.205 -1.027 2.368
H 7.023 -1.693 4.376
H 8.503 -1.958 3.935
H 6.123 -3.777 3.243
H 7.605 -4.156 3.901
H 9.963 -3.594 2.465
H 9.588 -5.242 2.691
H 9.908 -4.653 1.106
H 7.444 -6.121 2.308
H 6.088 -5.363 1.831
H 7.218 -5.757 0.538
H 9.795 -1.459 2.064
H 9.487 -0.059 1.125
H 10.019 -1.543 0.338
H 9.087 -3.160 -0.290
C -0.768 -9.259 3.489
C 0.585 -9.056 4.261
C 0.652 -7.512 4.430
C 1.582 -7.002 5.567
C 0.998 -7.610 6.868
C 0.926 -9.162 6.854
N 0.323 -9.720 5.584
O 0.335 -11.069 5.458
C 2.339 -9.827 7.161
C -0.070 -9.521 7.981
C 1.893 -9.470 3.482
H -0.819 -10.332 3.302
H -0.820 -8.771 2.515
H -1.669 -9.098 4.081
H 0.786 -7.035 3.459
H -0.273 -7.028 4.742
H 1.437 -5.930 5.701
H 2.597 -7.380 5.440
H 0.062 -7.174 7.219
H 1.702 -7.330 7.652
H 2.261 -10.897 7.348
H 3.115 -9.677 6.410
H 2.831 -9.232 7.930
H -1.030 -9.006 7.971
H -0.136 -10.608 7.932
H 0.453 -9.495 8.937
H 2.833 -9.615 4.013
H 2.218 -8.683 2.801
H 1.751 -10.355 2.861
H -0.562 -11.325 5.686
O -4.462 1.600 5.660
H -4.679 1.421 4.745
H -3.636 1.139 5.805
O -5.445 -0.385 2.390
H -6.098 0.178 1.975
H -4.816 -0.576 1.694
O -1.477 -0.357 6.834
H -0.722 -0.815 6.465
H -2.044 -1.054 7.163
O -7.963 2.110 1.023
H -8.799 2.067 0.559
H -7.716 3.034 0.988
O -5.680 5.259 1.742
H -5.634 5.419 2.684
H -6.088 6.048 1.385
O -4.962 -4.405 -1.516
H -5.902 -4.363 -1.688
H -4.587 -4.773 -2.316

Forces on atoms 1 to 6 (eV/Å):
C 0.11 1.17 -0.53
C 1.00 -0.36 0.95
C -0.25 -0.95 0.10
C -0.17 -0.19 -1.08
C -0.75 -0.55 0.45
C 2.18 0.07 -0.14

Löwdin population analysis, charges in e, atoms 1 to 6: -0.018 -0.429 -0.138 -0.212 -0.131 -0.460